Entry from the Open Molecules 2025 dataset: a cluster of 8 separate species, C4H22O7 in total at a distorted geometry (ωB97M-V/def2-TZVPD).

```
33
Properties=species:S:1:pos:R:3:nbo_charge:R:1
C 0.67 -0.95 -2.21 -0.460
C 0.40 -0.66 -0.92 -0.162
C -1.01 -0.56 -0.43 -0.499
C -1.14 -1.15 0.98 -0.603
H 1.70 -1.04 -2.58 0.201
H -0.04 -1.09 -2.96 0.201
H 1.24 -0.41 -0.25 0.214
H -1.34 0.48 -0.44 0.258
H -1.73 -0.99 -1.10 0.222
H -0.45 -0.60 1.72 0.202
H -2.17 -1.04 1.39 0.214
H -0.87 -2.19 1.03 0.201
O 0.36 2.41 0.74 -1.009
H 0.66 3.26 1.09 0.493
H 0.87 1.67 1.17 0.525
O 1.10 -3.59 -0.17 -0.964
H 0.42 -4.24 -0.06 0.482
H 0.75 -3.03 -0.93 0.505
O 1.87 0.58 2.00 -0.993
H 2.82 0.81 2.01 0.485
H 1.80 -0.38 1.94 0.517
O -2.32 2.54 0.82 -0.949
H -2.61 1.82 1.31 0.463
H -1.40 2.47 0.84 0.488
O 0.14 2.41 -1.94 -0.972
H 0.35 1.51 -2.29 0.484
H 0.30 2.43 -1.02 0.492
O 1.99 -2.06 1.83 -0.980
H 2.79 -2.52 2.08 0.482
H 1.64 -2.56 1.10 0.508
O -2.52 2.05 -1.81 -1.004
H -1.62 2.30 -2.01 0.482
H -2.64 2.34 -0.92 0.479
```

For the orbital gap, the calculation gives 9.8 eV. For the energy relative to the best compared isomer or geometry (same formula, charge and spin), the calculation gives 77.75 kJ/mol. The value obtained for the HOMO energy is -9.54 eV. Its charge is 0. For the molar mass, the calculation gives 182.213 Da. As for the structure (SMILES): C=CCC.O.O.O.O.O.O.O. As for the total energy: -692.26169 a.u.

Entry from the Open Molecules 2025 dataset: a structure of composition C30H36BrIrN6OS (ωB97M-V/def2-TZVPD).

```
76
Properties=species:S:1:pos:R:3:mulliken_spin:R:1
Ir 0.13 -0.77 -0.27 -0.013
Br 3.27 -0.77 6.74 0.003
C 1.37 -0.88 6.59 0.092
C 0.68 -1.92 7.21 -0.033
C -0.69 -1.99 7.08 0.069
C -1.43 -1.06 6.33 -0.013
C -0.69 -0.01 5.73 0.106
C 0.68 0.08 5.86 -0.052
N -2.79 -1.20 6.30 0.270
N -3.50 -0.56 5.38 0.316
C -3.01 -0.37 4.12 -0.076
C -3.49 0.72 3.38 0.124
C -2.99 1.06 2.12 -0.091
C -2.00 0.30 1.51 0.092
O -1.43 0.60 0.33 0.042
C -1.58 -0.86 2.18 0.039
N -0.66 -1.61 1.50 0.033
C -0.27 -2.77 1.99 -0.035
C -0.79 -3.27 3.19 0.058
C -1.67 -2.51 3.91 -0.007
C -2.08 -1.25 3.44 0.019
H 1.22 -2.66 7.78 0.000
H -1.24 -2.79 7.57 0.005
H -1.21 0.76 5.16 0.013
H 1.22 0.89 5.40 -0.005
H -4.23 1.34 3.85 0.019
H -3.36 1.94 1.61 0.000
H 0.46 -3.31 1.41 0.001
H -0.46 -4.24 3.54 0.005
H -2.07 -2.87 4.85 -0.007
C -1.85 3.14 -2.15 0.000
C -1.79 1.86 -2.92 0.000
C -1.45 1.75 -4.24 0.000
C -1.39 0.45 -4.79 0.000
N -1.65 -0.64 -4.09 0.000
C -1.97 -0.52 -2.78 -0.002
S -2.24 -1.84 -1.78 0.001
N -2.07 0.74 -2.24 -0.001
C -0.99 0.24 -6.21 0.000
H -1.62 3.98 -2.80 0.000
H -1.13 3.11 -1.33 0.001
H -2.84 3.27 -1.71 0.000
H -1.23 2.62 -4.83 0.000
H -2.14 0.76 -1.19 0.002
H -0.93 1.18 -6.76 0.000
H -1.69 -0.43 -6.70 0.000
H -0.01 -0.24 -6.24 0.000
C 2.55 -1.12 -3.40 0.000
C 2.30 -1.88 -2.10 -0.001
C 2.24 -3.38 -2.39 0.000
C 3.42 -1.60 -1.10 0.001
N 1.00 -1.48 -1.64 -0.001
H 3.46 -1.47 -3.89 0.000
H 2.64 -0.05 -3.21 0.000
H 1.71 -1.27 -4.08 0.000
H 3.17 -3.74 -2.85 0.000
H 1.41 -3.59 -3.06 0.000
H 2.08 -3.94 -1.47 0.000
H 4.38 -1.95 -1.49 0.000
H 3.22 -2.12 -0.15 0.000
H 3.50 -0.54 -0.88 -0.001
C 1.07 2.21 1.76 0.009
C 1.96 1.42 0.79 -0.002
C 3.40 1.41 1.33 0.001
C 1.91 2.08 -0.59 0.004
C 1.38 0.03 0.81 0.014
H 1.45 3.23 1.85 0.000
H 1.07 1.76 2.76 0.001
H 0.04 2.22 1.41 -0.002
H 3.80 2.42 1.35 0.000
H 4.06 0.80 0.71 0.000
H 3.42 1.01 2.35 0.000
H 2.19 3.14 -0.50 0.000
H 0.91 2.00 -1.02 -0.002
H 2.61 1.61 -1.29 0.000
H 1.68 -0.50 1.73 0.000
```

For the orbital gap (alpha / beta), the calculation gives 4.9 / 5.9 eV. For the energy relative to the best compared isomer or geometry (same formula, charge and spin), the calculation gives 112.15 kJ/mol. As for the multiplicity: 2. The value obtained for the HOMO energy (alpha / beta) is -2.62 / -3.66 eV. As for the expectation value of S²: 0.79. Its charge is -1. For the molar mass, the calculation gives 800.847 Da. As for the total energy: -4645.04782 a.u.

Entry from the Open Molecules 2025 dataset: an isolated molecule of C2H3FNP at a distorted geometry (ωB97M-V/def2-TZVPD).

```
8
Properties=species:S:1:pos:R:3:nbo_charge:R:1
H 1.14 -2.22 -0.73 0.357
N 1.25 -1.37 -0.27 -0.574
C 0.34 -0.49 -0.20 0.046
C 0.25 0.88 0.20 -0.676
P -1.35 0.18 -0.73 0.914
F -2.07 0.18 0.79 -0.590
H -0.33 1.11 1.09 0.277
H 0.77 1.74 -0.15 0.246
```

For the orbital gap, the calculation gives 9.3 eV. For the energy relative to the best compared isomer or geometry (same formula, charge and spin), the calculation gives 35.69 kJ/mol. The value obtained for the HOMO energy is -9.11 eV. Its charge is 0. For the molar mass, the calculation gives 91.025 Da. As for the structure (SMILES): [H]/N=C1/CP1F. As for the total energy: -573.91939 a.u.

Entry from the Open Molecules 2025 dataset: a structure of composition C13H15IrN5O2S4Sb at a distorted geometry (ωB97M-V/def2-TZVPD).

```
41
Properties=species:S:1:pos:R:3:nbo_charge:R:1
Ir 0.16 0.04 0.34 0.802
C -2.71 2.57 -2.80 -0.258
O -3.10 1.30 -2.26 -0.486
C -2.16 0.63 -1.60 0.911
O -1.00 1.01 -1.48 -0.693
N -2.63 -0.54 -1.12 -0.463
N -1.83 -1.27 -0.23 -0.619
H -3.55 2.91 -3.38 0.209
H -1.82 2.46 -3.42 0.198
H -2.49 3.27 -1.99 0.203
H -3.61 -0.74 -1.22 0.410
H -1.63 -2.19 -0.60 0.397
H -2.29 -1.37 0.67 0.423
S -1.59 -2.02 4.49 -0.783
Sb 0.02 -0.67 3.59 1.314
S 1.03 -1.73 1.62 -0.582
S -1.03 1.02 2.20 -0.477
S 1.65 0.24 4.92 -0.789
C 3.94 2.08 1.08 -0.236
C 2.78 1.32 1.16 0.082
N 1.87 1.32 0.18 -0.433
C 2.07 2.07 -0.91 0.088
C 3.20 2.85 -1.07 -0.107
C 4.15 2.85 -0.05 -0.117
C 3.35 3.76 -2.22 -0.130
C 3.19 3.53 -3.53 -0.222
C 2.94 2.25 -4.20 0.190
C 2.69 2.23 -5.57 -0.286
C 2.51 1.00 -6.17 0.078
N 2.58 -0.14 -5.49 -0.440
C 2.82 -0.02 -4.19 0.262
N 3.00 1.10 -3.51 -0.461
H 4.65 2.05 1.89 0.245
H 2.58 0.71 2.03 0.266
H 1.29 2.05 -1.65 0.226
H 5.04 3.45 -0.15 0.225
H 3.63 4.77 -1.93 0.220
H 3.30 4.36 -4.20 0.216
H 2.64 3.15 -6.14 0.226
H 2.31 0.91 -7.24 0.203
H 2.89 -0.95 -3.63 0.185
```

For the orbital gap, the calculation gives 5.5 eV. For the energy relative to the best compared isomer or geometry (same formula, charge and spin), the calculation gives 124.05 kJ/mol. The value obtained for the HOMO energy is -7.07 eV. Its charge is 0. For the molar mass, the calculation gives 715.541 Da. As for the total energy: -2865.96879 a.u.

Entry from the Open Molecules 2025 dataset: a structure of composition C39H40ClMnNO5P2S (ωB97M-V/def2-TZVPD).

```
90
Properties=species:S:1:pos:R:3:mulliken_spin:R:1
Mn -0.35 -0.04 -0.08 4.746
C 5.05 5.47 1.97 0.000
S 5.81 3.94 2.54 0.000
C 4.58 3.33 3.72 0.000
C 3.64 2.25 3.20 -0.001
C 2.81 2.77 2.04 0.009
N 1.90 1.79 1.41 -0.085
P 2.43 0.41 0.54 0.090
C 4.13 0.86 0.05 0.027
C 5.27 0.31 0.64 0.003
C 6.53 0.73 0.24 -0.001
C 6.67 1.70 -0.74 0.003
C 5.54 2.25 -1.33 -0.002
C 4.28 1.82 -0.94 0.008
C 2.66 -0.96 1.71 -0.014
C 2.98 -2.20 1.17 -0.003
C 3.06 -3.32 1.98 0.003
C 2.80 -3.22 3.34 -0.001
C 2.45 -1.99 3.88 0.001
C 2.37 -0.87 3.07 -0.022
P 0.42 2.33 0.78 0.079
C 0.76 3.89 -0.09 -0.030
C 0.91 3.83 -1.47 -0.002
C 1.24 4.96 -2.20 0.007
C 1.42 6.17 -1.54 0.000
C 1.25 6.25 -0.17 0.000
C 0.92 5.12 0.56 -0.002
C -0.58 2.81 2.21 0.006
C -1.73 3.57 2.01 0.003
C -2.62 3.77 3.05 -0.001
C -2.38 3.21 4.30 0.001
C -1.24 2.46 4.50 0.000
C -0.34 2.25 3.46 -0.009
H 5.78 5.96 1.33 0.000
H 4.82 6.13 2.80 0.000
H 4.15 5.30 1.38 0.000
H 4.02 4.19 4.10 0.000
H 5.15 2.94 4.57 0.000
H 3.00 1.93 4.02 0.000
H 4.22 1.38 2.89 -0.001
H 3.48 3.16 1.27 -0.001
H 2.20 3.61 2.39 0.001
H 5.17 -0.44 1.41 0.001
H 7.41 0.29 0.70 0.000
H 7.65 2.03 -1.04 0.000
H 5.64 3.00 -2.10 0.000
H 3.40 2.25 -1.42 0.003
H 3.13 -2.30 0.10 0.002
H 3.30 -4.28 1.54 0.000
H 2.86 -4.09 3.97 0.000
H 2.23 -1.90 4.94 0.000
H 2.06 0.08 3.49 -0.001
H 0.75 2.89 -1.99 0.012
H 1.35 4.90 -3.27 0.000
H 1.67 7.06 -2.11 0.000
H 1.38 7.20 0.34 0.000
H 0.78 5.19 1.63 0.000
H -1.95 3.99 1.03 -0.002
H -3.52 4.36 2.89 0.000
H -3.08 3.36 5.11 0.000
H -1.05 2.00 5.47 0.000
H 0.52 1.62 3.61 -0.003
C -1.03 -1.68 6.58 0.000
O -2.29 -1.17 6.16 0.000
C -2.42 -0.85 4.85 0.001
C -3.70 -0.38 4.49 0.006
C -3.91 -0.04 3.18 -0.006
C -2.90 -0.10 2.19 0.033
C -3.21 0.36 0.85 0.011
C -4.61 0.34 0.31 0.006
O -2.35 0.80 0.07 0.027
C -1.61 -0.56 2.58 -0.014
O -0.60 -0.68 1.79 0.046
C -1.42 -0.95 3.93 0.004
H -1.13 -1.89 7.64 0.000
H -0.24 -0.94 6.43 0.000
H -0.78 -2.60 6.04 0.000
H -4.48 -0.31 5.23 0.001
H -4.89 0.32 2.90 0.000
H -5.38 0.03 1.01 0.000
H -4.59 -0.39 -0.51 0.001
H -4.86 1.30 -0.13 0.000
H -0.43 -1.32 4.18 0.003
Cl 1.27 -4.18 -2.35 0.001
C -0.33 -3.66 -1.79 -0.005
C -0.43 -2.20 -1.40 -0.016
O -1.54 -1.83 -0.96 0.034
O 0.57 -1.42 -1.47 0.040
H -0.59 -4.25 -0.91 0.001
H -1.05 -3.87 -2.58 0.001
```

For the orbital gap (alpha / beta), the calculation gives 8.0 / 8.1 eV. For the energy relative to the best compared isomer or geometry (same formula, charge and spin), the calculation gives 0.00 kJ/mol. As for the multiplicity: 6. The value obtained for the HOMO energy (alpha / beta) is -7.58 / -7.70 eV. As for the expectation value of S²: 8.76. Its charge is 0. For the molar mass, the calculation gives 787.157 Da. As for the total energy: -4633.32255 a.u.